{
  "formula": "C4H4O3",
  "method": "the ωB97M-V functional and the def2-TZVPD basis",
  "spin_multiplicity": 1,
  "relative_energy_kj_mol": 381.0,
  "lumo_ev": 0.06,
  "orbital_gap_ev": 10.160,
  "elements": ["O", "H", "O", "C", "H", "H", "C", "O", "C", "H", "C"],
  "positions_angstrom": [[-1.191, 0.220, -0.717], [-2.053, -1.859, -0.087], [-0.310, -0.469, 2.319], [-0.483, -0.492, 1.140], [0.874, 2.115, -0.008], [2.024, 0.760, -0.013], [-0.023, 0.236, -0.112], [0.006, -1.624, -0.549], [-1.136, -1.272, 0.008], [1.195, 1.248, -1.531], [1.096, 1.136, -0.450]]
}

{
  "formula": "C4H4O3",
  "method": "the ωB97M-V functional and the def2-TZVPD basis",
  "spin_multiplicity": 1,
  "relative_energy_kj_mol": 341.1,
  "lumo_ev": -0.12,
  "orbital_gap_ev": 9.195,
  "elements": ["C", "O", "O", "H", "H", "C", "H", "C", "H", "C", "O"],
  "positions_angstrom": [[2.407, 0.309, 0.322], [2.813, 1.451, 0.351], [0.199, -0.225, 0.987], [-2.706, 0.241, 0.008], [-1.841, 0.026, -1.528], [1.028, -0.041, 0.015], [-1.303, 1.274, -0.376], [-0.907, -0.778, 0.187], [3.076, -0.578, 0.332], [-1.728, 0.277, -0.473], [-1.039, -1.955, 0.175]]
}

{
  "formula": "C4H4O3",
  "method": "the ωB97M-V functional and the def2-TZVPD basis",
  "spin_multiplicity": 1,
  "smiles": "O=C1C=COCO1",
  "relative_energy_kj_mol": 183.7,
  "lumo_ev": 0.40,
  "orbital_gap_ev": 10.829,
  "elements": ["C", "H", "H", "H", "C", "C", "C", "O", "O", "O", "H"],
  "positions_angstrom": [[0.736, -1.200, 0.672], [1.215, -2.084, 1.201], [0.443, -0.111, 2.404], [0.108, -0.658, -2.459], [-0.501, 0.835, 0.467], [0.336, -0.374, -1.395], [0.253, -0.171, 1.284], [0.344, -1.517, -0.621], [-0.752, 1.923, 0.873], [-0.594, 0.600, -0.955], [1.310, 0.263, -1.702]]
}

{
  "formula": "C4H4O3",
  "method": "the ωB97M-V functional and the def2-TZVPD basis",
  "spin_multiplicity": 1,
  "relative_energy_kj_mol": 388.3,
  "lumo_ev": [-1.38, -1.38],
  "orbital_gap_ev": [8.788, 8.787],
  "elements": ["C", "H", "O", "H", "H", "C", "H", "C", "O", "O", "C"],
  "positions_angstrom": [[-1.201, -0.942, -0.587], [1.458, -1.716, 0.164], [2.075, 0.121, 0.700], [-1.011, 1.708, 0.850], [-2.088, -0.390, -0.932], [-0.126, 1.314, 0.355], [0.902, 1.262, 0.847], [-0.074, -0.090, -0.156], [-0.007, 1.528, -0.965], [-1.175, -2.153, -0.510], [1.248, -0.642, 0.234]]
}

{
  "formula": "C4H4O4",
  "method": "the ωB97M-V functional and the def2-TZVPD basis",
  "spin_multiplicity": 1,
  "relative_energy_kj_mol": 341.3,
  "lumo_ev": -1.22,
  "orbital_gap_ev": 9.609,
  "elements": ["C", "C", "H", "C", "O", "O", "O", "C", "H", "H", "H", "O"],
  "positions_angstrom": [[0.394, 0.114, -0.641], [-0.754, -1.062, 1.289], [1.082, -0.704, -0.774], [-0.523, 0.172, 0.471], [1.595, 1.203, -2.425], [0.089, 2.314, -1.300], [-0.181, -2.045, 1.099], [0.695, 1.317, -1.402], [-1.177, 0.707, 0.883], [-1.415, -1.227, 2.953], [1.969, 0.037, -2.368], [-1.774, -0.827, 2.213]]
}

{
  "formula": "C4H4O4",
  "method": "the ωB97M-V functional and the def2-TZVPD basis",
  "spin_multiplicity": 1,
  "smiles": "O=C1COC(=O)CO1",
  "relative_energy_kj_mol": 113.3,
  "lumo_ev": 0.49,
  "orbital_gap_ev": 11.405,
  "elements": ["O", "C", "H", "O", "H", "C", "C", "O", "C", "H", "H", "O"],
  "positions_angstrom": [[-0.685, -1.169, -0.184], [0.619, -1.108, 0.386], [-0.469, 0.984, 1.452], [-2.594, -0.020, -0.280], [0.502, -0.988, 1.548], [1.410, 0.089, -0.040], [-0.613, 1.093, 0.411], [2.566, -0.076, -0.264], [-1.420, -0.073, -0.048], [1.174, -2.019, 0.111], [-1.135, 2.044, 0.286], [0.707, 1.261, -0.229]]
}

{
  "formula": "C4H4O5Tm",
  "method": "the ωB97M-V functional and the def2-TZVPD basis",
  "spin_multiplicity": 4,
  "s2": 3.76,
  "lumo_ev": [-11.06, -11.77],
  "charge": 2,
  "orbital_gap_ev": [5.809, 7.588],
  "elements": ["C", "C", "H", "Tm", "H", "C", "O", "O", "O", "O", "H", "O", "H", "C"],
  "positions_angstrom": [[0.687, 1.596, -2.364], [-1.074, 1.141, 1.020], [0.577, 2.494, 0.549], [0.958, -1.161, -0.415], [-0.941, 2.771, -0.438], [-0.319, 2.054, 0.102], [-0.267, -0.032, 1.162], [0.471, 2.618, -2.884], [-0.194, -2.178, 0.919], [0.460, 1.052, -1.233], [-1.207, 1.594, 2.013], [-1.713, -1.310, 2.373], [-2.058, 0.880, 0.610], [-0.819, -1.282, 1.569]]
}

{
  "formula": "C4H4O5Yb",
  "method": "the ωB97M-V functional and the def2-TZVPD basis",
  "spin_multiplicity": 2,
  "relative_energy_kj_mol": 0.0,
  "s2": 0.75,
  "lumo_ev": [-6.48, -7.80],
  "charge": 1,
  "orbital_gap_ev": [7.332, 6.002],
  "elements": ["H", "O", "H", "H", "C", "O", "H", "C", "O", "C", "O", "C", "Yb", "O"],
  "positions_angstrom": [[0.904, -2.022, 0.717], [-3.428, 2.199, -0.344], [0.742, -1.423, -0.965], [-1.133, -0.855, 1.402], [2.259, 0.522, -0.312], [-1.429, 0.150, -0.397], [-1.493, -1.867, -0.021], [-0.958, -0.964, 0.315], [1.190, 0.022, 0.455], [0.532, -1.201, 0.090], [3.157, -0.207, -0.670], [-2.469, 1.838, 0.198], [0.079, 2.049, 0.056], [2.046, 1.760, -0.522]]
}

Number 1: maximum force 0.7 eV/Å, calculated total energy -380.4019 hartree. Number 2: maximum force 0.9 eV/Å, calculated total energy -380.4171 hartree. Number 3: maximum force 4.4 eV/Å, calculated total energy -380.4771 hartree. Number 4: maximum force 3.1 eV/Å, calculated total energy -380.3991 hartree. Number 5: maximum force 11.0 eV/Å, calculated total energy -455.6830 hartree. Number 6: maximum force 2.4 eV/Å, calculated total energy -455.7699 hartree. Number 7: maximum force 6.1 eV/Å, calculated total energy -1615.4735 hartree. Number 8: maximum force 4.9 eV/Å, calculated total energy -1689.4169 hartree.